No. 1
DFT (ωB97M-V/def2-TZVPD) results for 10 unconnected molecules or ions with the total composition C15H40F14N9O21PS8.

Structure (XYZ):
```
108
Properties=species:S:1:pos:R:3:forces:R:3
C 0.674 -1.863 -4.283 0.461 0.138 -0.409
C 1.395 -1.710 -5.591 -0.749 0.343 1.044
O 1.696 -0.719 -6.125 0.372 0.295 -0.782
N 1.798 -3.043 -6.275 -0.215 -0.054 0.452
H 1.258 -3.774 -5.818 -0.123 -0.120 -0.329
H 1.506 -2.957 -7.250 0.342 -0.097 -0.032
C 3.265 -3.313 -6.045 -0.509 -0.050 -1.032
H 0.126 -2.802 -4.202 -0.011 0.042 0.040
H -0.001 -1.010 -4.203 -0.102 -0.081 0.183
H 1.454 -1.762 -3.518 -0.168 0.015 0.141
H 3.812 -2.460 -6.433 0.066 0.028 0.445
H 3.528 -4.190 -6.629 0.028 -0.201 0.211
H 3.358 -3.463 -4.977 0.459 0.150 0.013
C -1.132 -1.803 6.401 0.349 0.403 -0.821
C -2.322 -2.665 6.140 0.437 0.676 0.013
O -2.609 -3.641 6.728 -0.317 -0.921 0.354
N -3.238 -2.220 5.043 -0.446 -1.066 0.678
H -4.116 -2.723 5.212 -0.153 0.428 0.194
H -3.421 -1.206 5.137 -0.217 0.031 -0.929
C -2.824 -2.647 3.670 0.549 1.741 -0.821
H -1.100 -0.928 5.748 -0.206 0.066 0.152
H -0.230 -2.371 6.163 -0.049 -0.167 0.257
H -1.098 -1.491 7.441 -0.058 -0.109 0.070
H -2.321 -3.605 3.620 -0.388 -0.284 0.543
H -2.132 -1.884 3.308 -0.022 -0.031 -0.092
H -3.706 -2.545 3.041 0.009 -0.246 -0.037
C 4.287 0.984 1.487 -0.297 -0.618 -1.030
C 3.076 0.115 1.397 0.559 0.836 0.750
O 2.913 -0.888 0.815 -0.425 -0.609 -0.284
N 1.919 0.541 2.361 0.046 0.381 -1.132
H 2.113 1.441 2.801 0.215 -0.181 0.226
H 1.079 0.733 1.729 -0.012 -0.051 -0.227
C 1.640 -0.554 3.282 -0.999 0.025 0.658
H 4.842 0.756 0.575 0.172 0.124 0.099
H 4.873 0.654 2.346 -0.058 0.292 0.156
H 4.032 2.037 1.473 0.048 0.236 0.284
H 0.726 -0.331 3.834 0.154 0.232 0.145
H 2.475 -0.674 3.964 0.046 -0.306 -0.011
H 1.389 -1.437 2.704 0.493 -0.113 -0.104
C -2.266 3.062 2.950 -1.216 -0.704 -0.149
C -1.258 4.087 2.614 -0.125 -0.440 -0.040
O -0.803 4.882 3.358 0.432 0.642 0.672
N -0.740 4.090 1.224 0.373 -0.063 -0.649
H 0.124 4.686 1.203 0.031 0.204 0.059
H -0.461 3.133 0.905 -0.387 0.428 0.311
C -1.705 4.670 0.219 -0.348 -0.209 -0.248
H -2.742 2.599 2.084 0.219 0.030 -0.017
H -3.093 3.440 3.553 0.218 0.494 -0.050
H -1.868 2.259 3.575 0.392 0.088 -0.204
H -2.267 3.852 -0.226 -0.085 0.077 -0.031
H -1.148 5.203 -0.548 0.178 -0.114 0.053
H -2.364 5.384 0.707 0.045 -0.040 0.146
C 0.496 -3.242 -0.414 -0.736 -0.438 0.613
C 0.858 -4.654 -0.694 0.903 1.724 0.034
O 1.904 -5.095 -0.999 0.081 -0.818 -0.130
N -0.317 -5.642 -0.569 -0.545 -0.087 0.201
H -1.054 -5.319 0.062 0.116 0.513 -0.212
H -0.735 -5.647 -1.507 -0.072 -0.457 0.114
C 0.127 -6.965 -0.058 0.474 -0.310 -0.352
H -0.022 -3.270 0.555 -0.222 0.344 -0.203
H -0.214 -2.872 -1.163 -0.039 0.187 0.144
H 1.340 -2.566 -0.309 0.229 -0.177 -0.379
H 0.890 -7.348 -0.728 -0.099 -0.126 -0.071
H -0.718 -7.638 0.025 -0.054 -0.003 -0.050
H 0.602 -6.804 0.906 -0.144 0.033 0.093
P -5.282 0.223 3.135 -1.985 0.441 -2.023
F -5.614 -1.207 3.884 0.558 -0.241 0.317
F -6.025 1.009 4.312 0.981 0.082 0.621
F -3.823 0.249 3.915 0.034 0.005 0.554
F -4.932 1.568 2.346 0.406 0.404 0.728
F -4.592 -0.584 1.910 0.348 -0.674 0.492
F -6.700 0.152 2.386 0.062 -0.449 -0.125
N -4.391 0.574 -3.594 2.297 2.172 0.662
S -3.136 -0.336 -3.493 0.168 -4.662 -1.680
O -2.126 -0.215 -2.492 0.152 0.885 0.663
O -2.648 -0.756 -4.783 0.454 0.198 -0.032
F -3.837 -1.734 -3.033 -0.450 0.545 0.290
S -3.579 2.054 -3.803 -4.043 1.382 -1.150
O -2.630 2.123 -4.860 0.474 -0.447 0.546
O -3.464 2.821 -2.618 0.774 -0.289 0.609
F -4.881 2.729 -4.469 0.368 -0.208 0.038
N 5.515 0.855 -3.653 -0.297 -2.553 -0.204
S 4.328 0.399 -2.707 -0.838 2.417 1.741
O 4.564 -0.760 -1.892 -0.150 -0.406 -0.249
O 3.026 0.630 -3.237 -0.077 -0.570 -0.276
F 4.445 1.588 -1.612 0.184 -0.276 -0.383
S 5.910 -0.575 -4.352 0.565 2.435 -1.475
O 4.829 -1.225 -5.047 -0.027 -0.228 0.481
O 6.839 -1.346 -3.626 0.508 -0.712 0.242
F 6.712 0.082 -5.548 0.180 -0.251 0.211
N -0.115 1.289 0.623 -0.435 -1.199 -2.666
S 0.193 1.286 -1.066 4.118 2.010 -0.924
O -0.634 2.123 -1.817 -1.565 0.639 0.062
O 0.723 0.115 -1.658 -0.446 -1.171 0.942
F 1.490 2.169 -0.871 0.259 0.032 0.515
S -1.468 0.427 0.508 -1.740 -1.016 3.987
O -1.289 -0.936 0.163 0.354 -0.679 -0.599
O -2.598 1.167 0.144 -0.500 0.429 -0.562
F -1.649 0.243 2.142 0.436 0.183 -0.198
N 1.388 5.931 0.977 1.381 0.460 -1.028
S 2.674 5.819 -0.033 -0.012 -1.851 -0.242
O 3.769 6.657 0.281 0.251 0.059 0.473
O 2.327 5.622 -1.396 -0.191 0.127 -0.073
F 3.065 4.336 0.443 0.192 0.074 0.363
S 0.797 7.367 0.616 -2.660 0.823 0.893
O 0.094 7.405 -0.623 0.143 -0.023 -0.194
O 1.576 8.477 1.013 0.542 0.305 0.089
F -0.400 7.315 1.691 0.329 -0.160 -0.124
```
Positions in Å, forces in eV/Å.

Here are the Mulliken charges for atoms 1 to 4, given in e: atom 1 (C): -0.237, atom 2 (C): 0.296, atom 3 (O): -0.392, atom 4 (N): -0.140


No. 2
68
Properties=species:S:1:pos:R:3:forces:R:3 method="wB97M-V/def2-TZVPD" total_charge=-1
C -2.370 1.604 -3.145 0.649 -0.031 -0.914
C -2.906 0.507 -4.087 -1.114 0.301 0.570
N -2.718 -0.870 -3.597 1.800 -0.122 -1.264
Nb -0.728 -1.600 -3.598 -2.798 1.806 0.175
C -0.967 -2.048 -1.340 1.362 0.379 -0.193
C -0.329 -0.984 -0.373 -0.719 -1.286 0.963
C 0.846 -1.606 0.409 0.426 0.693 -0.311
C 2.107 -1.781 -0.473 -0.433 0.508 0.638
O 2.736 -3.045 -0.243 0.080 -0.046 -0.516
C -0.500 -1.129 -5.841 0.215 -1.578 -0.377
I 0.678 0.718 -5.982 -0.290 -0.320 -0.200
C 0.122 -2.197 -6.798 0.647 1.073 0.105
C 1.220 -3.094 -6.211 0.113 0.534 -0.801
I -1.421 -3.349 -7.831 0.289 0.205 0.141
P -1.675 -3.978 -3.935 0.230 0.288 0.921
N -0.666 -5.182 -3.143 -0.705 -0.251 0.047
O -3.130 -3.995 -3.070 0.708 -0.679 0.038
H -2.933 2.523 -3.348 -0.044 -0.101 0.400
H -2.351 1.316 -2.093 -0.361 0.028 -0.105
H -1.334 1.826 -3.428 -0.087 -0.046 0.226
H -2.513 0.703 -5.100 0.058 -0.179 0.139
H -3.996 0.671 -4.158 0.194 -0.021 -0.115
H -3.365 -1.475 -4.098 -0.218 -0.076 0.438
H 0.971 -2.260 -3.431 0.348 -0.498 -0.228
H -0.037 0.020 -3.083 0.061 -0.560 0.774
H -0.472 -3.006 -1.098 -0.260 0.057 -0.072
H -2.030 -2.161 -1.106 0.083 -0.027 -0.272
H -1.091 -0.766 0.396 0.134 0.347 -0.201
H -0.048 -0.047 -0.856 0.044 -0.114 0.018
H 0.575 -2.575 0.841 -0.095 0.086 -0.202
H 1.114 -0.955 1.258 -0.076 -0.103 -0.078
H 2.814 -0.987 -0.195 0.093 -0.248 -0.137
H 1.845 -1.619 -1.522 0.071 -0.306 0.067
H 2.579 -3.573 -1.036 0.032 0.044 0.203
H -1.509 -0.944 -6.224 0.285 0.670 0.070
H 0.601 -1.640 -7.609 -0.317 -0.315 -0.195
H 1.837 -2.450 -5.576 -0.206 -0.243 0.218
H 1.876 -3.380 -7.044 -0.225 -0.430 0.176
H 0.852 -3.969 -5.677 0.076 0.143 0.068
H 0.305 -4.893 -3.216 -0.066 0.062 0.000
H -0.890 -5.249 -2.152 0.139 0.234 0.007
H -3.422 -4.905 -2.924 -0.109 0.141 -0.205
O -0.493 2.415 6.188 1.152 -2.978 -0.636
P 0.244 2.583 4.898 -0.988 6.596 -1.191
O 1.416 3.684 5.269 0.077 -1.134 -0.091
C 2.062 3.678 6.534 0.203 0.209 0.462
C 3.254 2.741 6.565 0.041 -0.082 -0.180
O -0.797 3.509 4.052 0.115 -0.720 -0.122
C -2.151 3.672 4.463 -0.232 0.194 0.136
C -2.311 4.929 5.294 0.097 0.157 0.011
O 0.920 2.175 3.461 -0.518 -1.910 1.768
C 2.178 1.507 3.408 0.611 -0.354 -0.181
C 2.130 0.125 4.026 -0.221 -0.029 0.019
H 1.367 3.432 7.339 -0.154 -0.073 -0.156
H 2.404 4.700 6.712 -0.068 0.029 -0.129
H 2.950 1.713 6.348 -0.009 0.014 0.104
H 3.735 2.757 7.544 -0.051 0.014 0.015
H 3.995 3.029 5.817 -0.008 0.030 0.018
H -2.508 2.793 4.998 0.118 0.023 0.099
H -2.752 3.756 3.555 0.159 -0.017 -0.089
H -1.625 4.936 6.142 -0.050 -0.162 0.048
H -3.332 5.018 5.668 0.002 -0.004 -0.019
H -2.083 5.811 4.693 -0.049 -0.022 -0.027
H 2.952 2.127 3.865 -0.150 0.075 0.132
H 2.436 1.420 2.352 -0.229 0.089 -0.022
H 1.789 0.166 5.067 0.109 0.027 0.012
H 3.115 -0.340 3.999 -0.009 0.003 0.026
H 1.431 -0.511 3.483 0.039 0.003 -0.022


No. 3
71
Properties=species:S:1:pos:R:3:forces:R:3 method="wB97M-V/def2-TZVPD" total_charge=-1
C 1.093 5.230 -4.644 -0.204 -0.706 0.470
C 1.337 4.594 -3.258 0.591 0.904 -1.057
O 2.083 3.398 -3.382 -0.660 -0.015 0.242
C 1.266 2.255 -3.661 0.793 -0.674 0.236
C 1.465 1.662 -5.078 -0.072 0.081 0.473
O 0.326 0.942 -5.480 -0.278 0.679 -0.342
In -1.147 2.071 -6.404 0.029 -0.525 -0.488
I 0.106 3.605 -8.411 -0.210 -0.218 0.389
N -1.880 3.442 -4.888 -0.611 -0.660 -0.352
C -2.267 2.853 -3.913 1.345 0.788 0.673
O -2.445 2.392 -2.831 -0.709 -0.222 -0.204
H 0.671 4.453 -5.283 -0.029 0.241 -0.175
H 0.365 6.044 -4.589 0.177 0.040 -0.025
H 2.044 5.556 -5.067 -0.138 0.070 -0.039
H 1.982 5.298 -2.718 -0.258 -0.230 0.384
H 0.376 4.453 -2.747 0.173 -0.144 0.146
H 0.206 2.437 -3.455 0.114 0.171 -0.184
H 1.616 1.495 -2.948 -0.292 0.034 0.000
H 2.313 0.962 -5.025 -0.011 0.167 -0.133
H 1.755 2.480 -5.756 -0.085 -0.118 -0.042
H -2.432 1.048 -7.056 0.344 0.336 0.195
C -0.538 3.537 2.019 0.062 0.132 0.040
S 0.212 2.023 1.404 -0.479 -0.287 0.055
O 1.625 2.355 1.019 -1.706 -0.637 0.606
C -0.752 1.928 -0.105 0.074 0.031 -0.071
H -0.050 3.803 2.955 0.031 -0.041 -0.015
H -0.398 4.338 1.292 0.022 -0.050 -0.041
H -1.600 3.365 2.196 0.014 -0.070 -0.029
H -0.601 2.831 -0.696 0.051 -0.012 0.010
H -1.806 1.808 0.143 0.029 -0.060 0.065
H -0.412 1.063 -0.670 0.025 0.007 0.017
C -1.547 0.393 4.696 0.011 0.123 0.064
S -1.890 -0.930 3.525 0.049 -0.037 0.032
O -2.548 -0.310 2.342 -0.021 0.096 0.062
C -3.163 -1.736 4.498 -0.046 0.288 -0.035
H -0.787 1.039 4.261 0.005 -0.059 -0.055
H -2.457 0.965 4.879 -0.035 -0.048 -0.045
H -1.173 -0.035 5.627 0.001 -0.028 -0.020
H -3.975 -1.039 4.709 0.072 0.096 -0.060
H -2.726 -2.102 5.427 0.014 -0.094 -0.047
H -3.542 -2.576 3.927 0.045 -0.046 0.037
C 4.422 0.819 0.898 0.071 -0.055 0.192
S 3.842 1.556 -0.641 -0.218 0.168 -0.168
O 4.982 1.523 -1.598 0.204 -0.093 0.133
C 3.715 3.230 -0.009 0.328 0.634 0.587
H 4.605 -0.240 0.717 0.018 0.015 -0.079
H 5.348 1.302 1.213 0.009 0.024 -0.074
H 3.653 0.932 1.662 -0.037 0.051 -0.067
H 4.691 3.555 0.359 0.129 -0.108 -0.223
H 2.952 3.256 0.801 1.317 0.329 -0.944
H 3.397 3.870 -0.831 0.014 -0.122 -0.105
C -2.156 -6.070 3.347 -0.133 -0.097 0.256
S -3.861 -5.679 3.728 0.041 -0.085 -0.109
O -3.834 -4.610 4.770 -0.052 -0.240 0.101
C -4.270 -7.223 4.558 0.026 -0.053 0.111
H -1.719 -5.208 2.856 -0.011 -0.019 -0.072
H -1.608 -6.286 4.266 -0.099 0.009 0.055
H -2.118 -6.923 2.672 -0.001 0.055 -0.070
H -3.599 -7.372 5.405 0.025 0.050 -0.015
H -4.178 -8.047 3.850 0.002 0.029 -0.030
H -5.297 -7.157 4.911 0.003 0.056 -0.033
C 1.193 -3.106 0.709 0.088 0.046 0.058
S 0.012 -4.358 0.195 -0.042 0.108 -0.083
O -0.196 -5.274 1.359 0.261 0.063 -0.193
C 1.109 -5.201 -0.952 0.101 -0.062 -0.004
H 0.717 -2.486 1.467 -0.073 -0.027 -0.024
H 2.078 -3.585 1.128 -0.033 -0.058 -0.011
H 1.462 -2.490 -0.148 -0.043 0.000 -0.014
H 1.999 -5.545 -0.425 -0.027 0.023 0.049
H 1.382 -4.519 -1.757 -0.040 0.021 0.008
H 0.574 -6.055 -1.364 -0.055 0.030 0.030


| no. | orbital gap (eV) | largest force on an atom (eV/A) |
| --- | --- | --- |
| 1 | 5.91 | 4.96 |
| 2 | 5.64 | 6.78 |
| 3 | 7.55 | 1.92 |